Record 1
{
  "formula": "C7H14AlBeN2O2S",
  "method": "ωB97M-V/def2-TZVPD",
  "elements": ["O", "C", "C", "C", "Al", "C", "C", "S", "C", "N", "N", "C", "O", "H", "H", "H", "H", "H", "H", "H", "H", "H", "H", "H", "H", "H", "H", "Be"],
  "coordinates": [[-2.235317, 1.696990, -0.599939], [-2.543187, 2.304088, -1.842826], [-1.466319, 1.971243, -2.871509], [-0.208273, 1.408990, -2.319410], [-0.209318, -0.587627, -1.630085], [1.734065, -1.238557, -1.248825], [1.955473, -1.675261, 0.174255], [2.243753, -0.261420, 1.259946], [1.699311, -0.973242, 2.759640], [2.184119, -2.099873, 3.159901], [1.520723, -2.381667, 4.340341], [0.710700, -1.411114, 4.540311], [0.763063, -0.471737, 3.566091], [-2.976114, 1.831936, -0.008329], [-2.621558, 3.377651, -1.699270], [-3.507612, 1.944540, -2.193041], [-1.186565, 2.930675, -3.329652], [-1.861903, 1.377852, -3.686859], [0.172140, 1.971324, -1.465138], [0.539097, 1.353060, -3.112903], [-0.767986, -1.519617, -2.823229], [-1.088501, -0.738335, -0.293718], [2.390281, -0.428756, -1.573198], [1.871371, -2.106663, -1.882187], [2.749860, -2.412009, 0.282167], [1.045536, -2.124432, 0.549501], [0.010048, -1.341853, 5.405178], [-0.916885, -0.396186, 6.542789]],
  "forces_ev_per_a": [[0.2601, -0.1733, -0.1263], [-0.2654, -0.0142, 0.3659], [0.0156, 0.3000, 0.4673], [-0.9445, 1.1799, -0.9563], [0.2924, -0.3757, 0.2513], [-0.0215, -1.2622, 0.4315], [-0.5795, 0.4853, 0.1987], [-0.3227, 0.5651, 0.0601], [0.9754, -0.7168, -0.7213], [-0.1757, 0.1117, 0.3375], [-0.0644, -0.3286, 0.1166], [0.1718, -0.7838, 0.2075], [-0.5458, 0.5684, 0.2958], [-0.1281, 0.0336, 0.2063], [-0.0130, 0.2647, -0.1189], [-0.1632, -0.0255, -0.2069], [0.1249, 0.1083, -0.2684], [0.0383, -0.2058, -0.2330], [-0.0918, -0.5551, 0.6763], [0.2136, -0.8139, -0.0716], [0.5139, 0.4254, -0.5650], [0.5141, 0.5709, 0.4169], [-0.2379, 0.4247, -0.3083], [0.1657, -0.0201, -0.3380], [0.2651, -0.0386, -0.0520], [-0.0084, -0.4143, 0.2006], [0.9522, -0.1048, -1.3992], [-0.9414, 0.7945, 1.1330]],
  "relative_energy_kj_mol": 0.0,
  "e_tot_ev": -32377.05615,
  "gap_ev": 1.69,
  "total_charge": 1
}

Record 2
{
  "formula": "C6H17NSb",
  "method": "ωB97M-V/def2-TZVPD",
  "elements": ["C", "C", "Sb", "N", "C", "C", "C", "C", "H", "H", "H", "H", "H", "H", "H", "H", "H", "H", "H", "H", "H", "H", "H", "H", "H"],
  "coordinates": [[-0.451455, 0.817891, 2.815778], [-0.568841, 1.162989, 1.522142], [-1.751825, -0.030292, 0.036286], [-1.933117, -1.645932, 1.419530], [0.025341, -1.026401, -0.851091], [1.221156, -0.210290, -1.396931], [0.968992, 1.256290, -1.748118], [2.443787, -0.307491, -0.472794], [-0.714658, 1.543172, 3.591234], [-0.076286, -0.146719, 3.136916], [-0.138347, 2.122753, 1.218137], [-2.812115, -0.923753, -1.090953], [-3.147946, 0.677012, 0.840343], [-1.759141, 1.321562, -1.094625], [-2.828553, -2.097455, 1.263304], [-1.209969, -2.340807, 1.262202], [-0.344649, -1.697042, -1.633425], [0.415402, -1.682906, -0.066227], [1.545368, -0.684580, -2.333572], [0.288909, 1.354058, -2.594501], [0.622347, 1.854361, -0.907878], [1.919665, 1.693213, -2.079995], [2.258838, 0.165770, 0.492248], [2.736180, -1.353742, -0.357740], [3.290919, 0.178341, -0.970272]],
  "forces_ev_per_a": [[0.1031, 0.6127, -0.1066], [1.1370, -0.8745, -0.1849], [0.1469, -0.3632, -0.2366], [0.2185, 0.1636, 0.2342], [0.3205, 0.0196, -0.1348], [0.1818, -0.1492, 0.0931], [0.4372, -0.0056, -0.3391], [0.0337, 0.0078, -0.5731], [1.2511, 0.2579, 0.2277], [-1.4074, -0.5660, 0.0873], [-1.5859, 0.7819, 0.1383], [-0.0167, 0.0394, -0.0146], [0.0112, -0.0181, 0.0702], [0.1424, 0.0753, 0.0142], [0.0320, -0.0392, -0.0873], [-0.1105, -0.1007, -0.0690], [-0.1900, 0.0969, 0.0001], [-0.1144, 0.0169, 0.0727], [-0.0661, 0.0082, -0.0321], [-0.2595, 0.0601, 0.2088], [-0.1910, -0.0882, -0.0020], [0.0040, 0.0159, 0.0320], [0.0093, -0.1082, 0.0699], [-0.1236, -0.0062, 0.3157], [0.0366, 0.1630, 0.2160]],
  "e_tot_ev": -14520.26554,
  "gap_ev": 7.18,
  "total_charge": -1
}

Record 3
{
  "formula": "C4H2BrClINO3",
  "method": "ωB97M-V/def2-TZVPD",
  "elements": ["C", "C", "C", "C", "N", "O", "O", "O", "Cl", "Br", "I", "H", "H"],
  "coordinates": [[-0.639244, -0.342202, -0.211052], [0.538491, -0.046683, 2.121398], [0.637817, -0.025776, -0.987305], [0.647486, 0.782809, -2.060333], [-0.461587, -0.552752, 1.170154], [-1.674796, -0.417703, -0.893475], [0.440084, -0.165859, 3.305164], [-1.593099, -1.063003, 1.843909], [1.665868, 0.934836, 1.261711], [2.132977, 0.963961, -3.244888], [-0.996683, 1.974851, -2.563549], [1.466805, -0.621155, -0.930153], [-2.164119, -1.421325, 1.188419]],
  "forces_ev_per_a": [[0.5126, 0.8888, -2.2201], [-2.2952, -0.2020, -0.2505], [-2.2197, 1.2225, -1.8997], [-0.7072, -0.0168, 0.4261], [-0.8509, -0.3210, 0.3727], [1.5065, -0.7431, 3.2756], [0.4053, -0.1312, -1.7586], [1.6066, 0.9487, 1.3236], [0.8369, 0.3140, 0.9461], [-0.3782, -0.2197, 0.6397], [0.3485, 0.2650, -0.2037], [1.9818, -1.5445, 0.8067], [-0.7470, -0.4607, -1.4579]],
  "e_tot_ev": -102475.38529,
  "gap_ev": 8.95,
  "total_charge": 0
}

Number 1: HOMO level -10.733 eV. Number 2: HOMO level -3.316 eV. Number 3: HOMO level -9.407 eV.